Computed, not measured: a 7-piece molecular cluster, C33H78N2O7 overall, with ωB97M-V/def2-TZVPD.

The geometry in XYZ format:
```
120
Properties=species:S:1:pos:R:3:forces:R:3
C 0.4639 -0.1850 9.5597 1.2 1.2 -1.5
C 0.7926 -1.5864 9.0447 -0.1 -0.7 0.4
C 0.0077 -2.4380 10.0635 0.1 -2.3 -0.6
C -0.0865 -3.9302 9.6505 -1.7 1.1 -2.0
C -0.8654 -3.9767 8.2576 1.7 -0.1 0.5
C -0.2058 -3.0820 7.1617 -1.2 -0.5 -0.5
N 0.1513 -1.7660 7.7037 -0.6 0.3 1.3
O 0.8726 -0.9902 6.7746 0.3 -0.2 -0.3
C 0.9616 -3.8078 6.5326 1.0 -0.4 1.1
C -1.3197 -2.8918 6.1346 -0.9 1.1 -0.6
C 2.3367 -1.9014 9.0391 -0.8 0.1 1.2
H 0.6539 0.5427 8.7707 -0.2 0.1 -0.4
H 1.2063 0.1626 10.2781 -0.4 -0.4 0.7
H -0.5803 -0.0692 9.8502 0.3 -0.1 0.3
H 0.4104 -2.4694 11.0759 0.3 0.8 0.0
H -1.0151 -2.0635 10.1042 0.0 0.1 0.1
H -0.7439 -4.4588 10.3408 0.6 -0.3 0.3
H 0.9082 -4.3544 9.5134 -0.2 -0.3 0.3
H -1.9353 -3.7827 8.3346 0.1 0.4 0.4
H -0.7977 -4.9754 7.8262 -0.1 -0.2 0.2
H 0.8117 -4.8527 6.2609 -0.7 0.2 -0.4
H 1.4392 -3.2606 5.7199 0.0 0.0 0.2
H 1.6094 -3.9408 7.3991 0.9 0.2 -0.4
H -1.1074 -2.3130 5.2357 0.8 0.0 -0.1
H -1.7862 -3.7943 5.7395 0.3 -0.4 0.4
H -2.1084 -2.2886 6.5842 -0.2 -0.2 0.3
H 2.9009 -1.3958 8.2555 -0.2 -0.2 -0.1
H 2.5620 -2.9639 9.1309 -0.2 -0.2 -0.9
H 2.7455 -1.6138 10.0078 0.0 0.7 0.1
H 0.2074 -0.4319 6.3655 -0.1 0.2 0.0
C 3.4037 4.7321 -5.5431 -0.8 0.7 -0.7
C 2.0040 4.8531 -6.3406 -0.7 -0.1 0.0
C 1.0676 3.7076 -5.8923 1.4 0.4 -0.6
C -0.3747 3.8669 -6.3224 0.9 -0.5 1.2
C -0.9271 5.1279 -5.6228 -0.1 -1.5 -1.5
C -0.1851 6.3729 -6.0903 1.1 0.0 0.3
N 1.3356 6.0956 -5.8711 -1.9 -1.6 0.5
O 2.1485 7.1697 -6.1703 0.2 1.2 -0.1
C -0.5622 6.7183 -7.5482 0.5 0.8 0.7
C -0.6465 7.5337 -5.1628 0.6 -0.4 0.7
C 2.2048 4.7590 -7.9089 0.7 0.0 1.1
H 3.9984 5.6396 -5.6470 -0.1 0.1 -0.3
H 4.0843 3.9412 -5.8583 -0.5 -0.3 -0.3
H 3.2668 4.6318 -4.4664 -0.5 -0.2 0.0
H 1.5132 2.8156 -6.3325 -0.1 -0.4 0.2
H 1.1160 3.6553 -4.8046 0.0 -0.2 0.1
H -0.8134 2.9637 -5.8983 -0.7 0.1 -0.2
H -0.4492 3.7797 -7.4064 -0.3 0.5 0.0
H -0.8760 4.9545 -4.5479 0.2 0.2 0.1
H -1.9768 5.1185 -5.9161 -0.2 0.8 0.2
H -1.6353 6.9099 -7.5432 -0.1 -0.3 -0.4
H -0.1104 7.6824 -7.7815 0.2 0.1 -0.1
H -0.2128 6.0304 -8.3181 -0.4 -0.2 0.3
H -0.3272 8.5289 -5.4721 -0.3 -0.1 -0.2
H -1.7010 7.4654 -4.8952 -0.4 0.2 -1.1
H -0.2970 7.4133 -4.1374 0.9 -0.3 0.0
H 1.3397 4.5747 -8.5459 -0.3 0.0 0.5
H 2.8523 3.8917 -8.0378 0.3 0.1 -0.3
H 2.6844 5.6615 -8.2878 0.2 -0.1 0.1
H 2.5344 7.2680 -5.2968 0.4 0.8 -0.1
C 4.2044 -3.4975 -0.6178 0.6 -1.5 -0.6
C 4.6613 -4.8240 -1.3047 0.9 -1.1 1.0
C 4.6425 -6.0817 -0.3989 0.9 1.3 0.4
O 3.9641 -5.2197 -2.4349 -2.3 0.5 -1.8
H 3.2765 -3.6830 -0.0767 -0.3 0.3 -0.4
H 4.1945 -2.6899 -1.3497 -0.5 0.0 0.1
H 4.9237 -3.2152 0.1510 0.2 -0.2 -0.1
H 5.6487 -4.7912 -1.7651 0.9 0.9 1.2
H 3.6463 -6.4358 -0.1337 0.0 0.4 0.1
H 5.2555 -5.7923 0.4547 -0.2 -0.6 0.5
H 5.1525 -6.9031 -0.9021 0.1 0.0 -0.1
H 4.3617 -6.0630 -2.6638 -0.3 0.0 -0.3
C -3.8770 -6.9706 -1.4036 0.3 0.9 0.5
C -3.0988 -6.0042 -0.4733 1.2 -2.2 0.0
C -1.7159 -6.5711 -0.1342 0.1 -1.0 0.5
O -2.9389 -4.7461 -1.0364 -0.7 1.1 -0.1
H -4.0173 -7.9571 -0.9618 0.1 0.0 0.1
H -3.2906 -7.0491 -2.3191 -0.3 -0.1 -0.2
H -4.8558 -6.5274 -1.5874 0.0 -0.1 -0.3
H -3.5821 -5.9846 0.5035 -0.5 0.7 -0.1
H -1.7981 -7.5971 0.2243 -0.3 -0.1 0.3
H -1.2456 -6.0245 0.6832 0.1 0.3 -0.2
H -1.0052 -6.7071 -0.9494 -0.1 0.6 -0.4
H -2.1211 -4.7223 -1.5388 0.1 0.0 -0.1
C -0.5107 -4.8395 -5.6440 0.5 0.5 -0.7
C -0.1330 -3.4143 -5.1898 -1.9 0.1 0.5
C -1.3771 -2.4921 -5.3187 1.2 0.2 0.4
O 0.2657 -3.4254 -3.8232 0.0 0.0 -0.1
H -0.8687 -4.8326 -6.6735 0.4 0.1 -0.3
H -1.3428 -5.3362 -5.1451 0.3 0.3 0.8
H 0.4101 -5.4197 -5.5848 -0.2 -0.5 -0.1
H 0.6860 -3.0185 -5.7904 0.0 -0.1 -0.2
H -1.3354 -1.6005 -4.6929 0.4 -0.1 0.4
H -2.2641 -3.0311 -4.9859 -0.2 0.0 -0.7
H -1.3405 -2.0601 -6.3187 -0.8 -0.5 -0.3
H 1.0499 -3.9785 -3.7972 0.2 -0.1 0.4
C 0.0902 0.4354 0.2408 1.1 -0.8 0.4
C 0.8942 0.9006 1.4953 -1.4 1.1 -2.0
C 1.9116 1.9813 1.0932 1.5 -1.2 0.6
O -0.0194 1.4881 2.3777 -0.6 -0.1 1.7
H 0.7329 -0.2475 -0.3148 0.3 0.4 -0.6
H -0.2338 1.2835 -0.3624 0.0 -0.1 -0.1
H -0.7383 -0.2356 0.4676 -0.3 0.5 0.5
H 1.2800 0.0031 1.9787 0.4 0.3 0.2
H 2.6579 1.5558 0.4224 -0.3 0.1 -0.7
H 2.5821 2.2389 1.9130 -0.4 0.2 0.5
H 1.4944 2.9159 0.7183 -0.3 -0.3 -0.2
H -0.3857 2.2983 2.0156 0.1 0.0 -0.2
C -5.9535 6.8475 0.9554 -0.2 -2.1 -0.4
C -4.6449 6.0846 1.3612 -1.0 2.7 -1.3
C -3.6698 5.7554 0.2158 -0.5 -0.7 0.6
O -3.9408 7.0473 2.1454 1.0 -0.6 0.7
H -5.8624 7.8277 0.4875 0.4 -0.2 0.1
H -6.6786 6.8823 1.7685 0.3 0.4 0.5
H -6.4684 6.1566 0.2878 -0.2 0.2 -0.6
H -4.9405 5.1605 1.8579 0.2 0.0 0.4
H -2.9026 5.1796 0.7336 0.6 0.3 -0.3
H -3.2807 6.6193 -0.3230 0.0 0.1 0.4
H -4.0712 5.0662 -0.5272 -0.4 0.0 0.1
H -4.4261 7.2776 2.9411 -0.2 -0.1 0.0
```
Positions in Å, forces in eV/Å.

As for the net charge: 0. The energy above the lowest of the compared OMol25 structures with the same formula, charge and spin comes out at 430.5 kJ/mol. As for the LUMO energy: 0.4 eV. For the total energy, the calculation gives -1940.0989 hartree. Its molar mass is 614.99 g mol⁻¹. Its HOMO energy is -8.18 eV. The SMILES is CC1(C)CCCC(C)(C)N1O.CC1(C)CCCC(C)(C)N1O.CC(C)O.CC(C)O.CC(C)O.CC(C)O.CC(C)O.